Formula: C69H154N6O11
Source: OMol25
Level of theory: wB97M-V/def2-TZVPD

Bonds (Å) are listed after each position.
Element x y z (Å)
1 C 4.033 -4.749 4.054  C2 1.484, H12 1.090, H13 1.090, H14 1.090
2 C 4.160 -4.386 5.487  C1 1.484, C3 1.590, C4 1.592, N10 1.486
3 C 4.532 -5.668 6.350  C2 1.590, H15 1.090, H16 1.090, H17 1.090
4 C 5.387 -3.383 5.649  C2 1.592, C5 1.575, H18 1.090, H19 1.090
5 C 5.035 -1.903 5.243  C4 1.575, C6 1.521, H20 1.090, H21 1.090
6 C 3.927 -1.481 6.196  C5 1.521, C7 1.561, H22 1.090, H23 1.090
7 C 2.613 -2.303 6.014  C6 1.561, C8 1.516, C9 1.606, N10 1.522
8 C 1.581 -1.964 7.072  C7 1.516, H24 1.090, H25 1.090, H26 1.090
9 C 2.105 -1.990 4.523  C7 1.606, H27 1.090, H28 1.090, H29 1.090
10 N 3.001 -3.766 6.179  C2 1.486, C7 1.522, O11 1.429
11 O 1.936 -4.710 6.312  N10 1.429, H30 0.960
12 H 4.100 -3.894 3.380  C1 1.090
13 H 4.801 -5.480 3.801  C1 1.090
14 H 3.082 -5.280 4.083  C1 1.090
15 H 5.584 -5.910 6.192  C3 1.090
16 H 4.361 -5.638 7.426  C3 1.090
17 H 3.876 -6.519 6.165  C3 1.090
18 H 5.790 -3.512 6.653  C4 1.090
19 H 6.187 -3.734 4.997  C4 1.090
20 H 5.907 -1.315 5.530  C5 1.090
21 H 4.874 -1.628 4.200  C5 1.090
22 H 3.818 -0.474 5.794  C6 1.090
23 H 4.381 -1.521 7.186  C6 1.090
24 H 0.762 -2.668 7.216  C8 1.090
25 H 1.107 -0.995 6.911  C8 1.090
26 H 2.004 -1.969 8.077  C8 1.090
27 H 1.124 -2.429 4.339  C9 1.090
28 H 2.855 -2.219 3.766  C9 1.090
29 H 1.994 -0.927 4.307  C9 1.090
30 H 2.082 -4.829 7.253  O11 0.960
31 C 2.134 -3.749 -1.763  C32 1.603, H42 1.090, H43 1.090, H44 1.090
32 C 1.177 -4.195 -0.557  C31 1.603, C33 1.571, C34 1.545, N40 1.473
33 C 1.353 -3.284 0.710  C32 1.571, H45 1.090, H46 1.090, H47 1.090
34 C -0.266 -4.023 -1.084  C32 1.545, C35 1.541, H48 1.090, H49 1.090
35 C -1.291 -4.807 -0.243  C34 1.541, C36 1.541, H50 1.090, H51 1.090
36 C -0.925 -6.301 -0.159  C35 1.541, C37 1.544, H52 1.090, H53 1.090
37 C 0.534 -6.554 0.279  C36 1.544, C38 1.536, C39 1.594, N40 1.449
38 C 0.634 -6.514 1.811  C37 1.536, H54 1.090, H55 1.090, H56 1.090
39 C 0.838 -8.030 -0.240  C37 1.594, H57 1.090, H58 1.090, H59 1.090
40 N 1.449 -5.630 -0.360  C32 1.473, C37 1.449, O41 1.357
41 O 2.740 -5.840 0.002  N40 1.357, H60 0.960
42 H 3.131 -3.821 -1.328  C31 1.090
43 H 1.997 -4.381 -2.640  C31 1.090
44 H 2.053 -2.695 -2.029  C31 1.090
45 H 0.986 -3.820 1.585  C33 1.090
46 H 2.414 -3.054 0.807  C33 1.090
47 H 0.754 -2.399 0.496  C33 1.090
48 H -0.569 -2.978 -1.137  C34 1.090
49 H -0.269 -4.504 -2.063  C34 1.090
50 H -1.347 -4.510 0.805  C35 1.090
51 H -2.216 -4.717 -0.812  C35 1.090
52 H -1.343 -6.880 -0.982  C36 1.090
53 H -1.572 -6.534 0.687  C36 1.090
54 H 1.663 -6.611 2.156  C38 1.090
55 H 0.177 -7.358 2.328  C38 1.090
56 H 0.279 -5.611 2.306  C38 1.090
57 H 1.791 -8.459 0.068  C39 1.090
58 H 0.731 -8.047 -1.325  C39 1.090
59 H 0.121 -8.798 0.052  C39 1.090
60 H 3.148 -5.718 -0.859  O41 0.960
61 C -4.829 -2.583 0.241  C62 1.559, H72 1.090, H73 1.090, H74 1.090
62 C -6.264 -1.986 0.111  C61 1.559, C63 1.667, C64 1.530, N70 1.543
63 C -6.068 -0.573 -0.752  C62 1.667, H75 1.090, H76 1.090, H77 1.090
64 C -7.194 -2.833 -0.759  C62 1.530, C65 1.526, H78 1.090, H79 1.090
65 C -7.976 -3.939 -0.055  C64 1.526, C66 1.509, H80 1.090, H81 1.090
66 C -8.653 -3.521 1.227  C65 1.509, C67 1.605, H82 1.090, H83 1.090
67 C -7.673 -2.703 2.201  C66 1.605, C68 1.581, C69 1.545, N70 1.514
68 C -8.767 -2.009 3.107  C67 1.581, H84 1.090, H85 1.090, H86 1.090
69 C -6.720 -3.691 2.908  C67 1.545, H87 1.090, H88 1.090, H89 1.090
70 N -6.962 -1.608 1.435  C62 1.543, C67 1.514, O71 1.333
71 O -6.202 -0.840 2.216  N70 1.333, H90 0.960
72 H -4.126 -1.754 0.153  C61 1.090
73 H -4.628 -3.037 1.211  C61 1.090
74 H -4.659 -3.302 -0.560  C61 1.090
75 H -5.671 -0.717 -1.757  C63 1.090
76 H -6.997 -0.042 -0.959  C63 1.090
77 H -5.442 0.135 -0.210  C63 1.090
78 H -7.964 -2.179 -1.168  C64 1.090
79 H -6.617 -3.206 -1.605  C64 1.090
80 H -8.516 -4.657 -0.673  C65 1.090
81 H -7.152 -4.620 0.158  C65 1.090
82 H -9.148 -4.352 1.730  C66 1.090
83 H -9.593 -3.040 0.956  C66 1.090
84 H -8.567 -2.090 4.175  C68 1.090
85 H -9.701 -2.565 3.019  C68 1.090
86 H -8.874 -0.988 2.738  C68 1.090
87 H -6.050 -3.131 3.561  C69 1.090
88 H -6.236 -4.428 2.267  C69 1.090
89 H -7.312 -4.251 3.632  C69 1.090
90 H -6.774 -0.093 2.027  O71 0.960
91 C 5.835 1.406 2.787  C92 1.542, H102 1.090, H103 1.090, H104 1.090
92 C 5.762 2.229 1.485  C91 1.542, C93 1.579, C94 1.529, N100 1.492
93 C 5.835 3.760 1.861  C92 1.579, H105 1.090, H106 1.090, H107 1.090
94 C 6.968 1.910 0.601  C92 1.529, C95 1.475, H108 1.090, H109 1.090
95 C 6.926 0.620 -0.114  C94 1.475, C96 1.596, H110 1.090, H111 1.090
96 C 5.586 0.592 -0.981  C95 1.596, C97 1.527, H112 1.090, H113 1.090
97 C 4.325 0.781 -0.141  C96 1.527, C98 1.565, C99 1.624, N100 1.520
98 C 3.199 0.993 -1.207  C97 1.565, H114 1.090, H115 1.090, H116 1.090
99 C 3.993 -0.511 0.785  C97 1.624, H117 1.090, H118 1.090, H119 1.090
100 N 4.499 2.023 0.718  C92 1.492, C97 1.520, O101 1.379
101 O 3.314 2.404 1.313  N100 1.379, H120 0.960
102 H 5.671 0.333 2.691  C91 1.090
103 H 6.766 1.458 3.351  C91 1.090
104 H 5.081 1.775 3.482  C91 1.090
105 H 5.970 4.210 0.877  C93 1.090
106 H 4.896 4.199 2.199  C93 1.090
107 H 6.738 3.995 2.424  C93 1.090
108 H 6.969 2.729 -0.117  C94 1.090
109 H 7.888 2.035 1.173  C94 1.090
110 H 7.773 0.619 -0.799  C95 1.090
111 H 6.965 -0.238 0.557  C95 1.090
112 H 5.699 -0.364 -1.492  C96 1.090
113 H 5.548 1.441 -1.664  C96 1.090
114 H 2.994 0.056 -1.724  C98 1.090
115 H 3.376 1.691 -2.026  C98 1.090
116 H 2.363 1.488 -0.713  C98 1.090
117 H 3.426 -0.130 1.634  C99 1.090
118 H 4.944 -0.858 1.190  C99 1.090
119 H 3.563 -1.375 0.279  C99 1.090
120 H 2.958 3.035 0.684  O101 0.960
121 C -1.003 -0.168 -8.057  C122 1.561, H132 1.090, H133 1.090, H134 1.090
122 C -0.413 -1.553 -7.642  C121 1.561, C123 1.541, C124 1.607, N130 1.544
123 C -1.533 -2.481 -7.136  C122 1.541, H135 1.090, H136 1.090, H137 1.090
124 C 0.168 -2.087 -9.042  C122 1.607, C125 1.561, H138 1.090, H139 1.090
125 C 1.175 -3.230 -8.697  C124 1.561, C126 1.588, H140 1.090, H141 1.090
126 C 2.337 -2.675 -7.767  C125 1.588, C127 1.570, H142 1.090, H143 1.090
127 C 1.871 -2.209 -6.343  C126 1.570, C128 1.599, C129 1.510, N130 1.479
128 C 1.513 -3.454 -5.406  C127 1.599, H144 1.090, H145 1.090, H146 1.090
129 C 3.080 -1.437 -5.874  C127 1.510, H147 1.090, H148 1.090, H149 1.090
130 N 0.704 -1.336 -6.599  C122 1.544, C127 1.479, O131 1.364
131 O 0.324 -0.530 -5.566  N130 1.364, H150 0.960
132 H -0.313 0.659 -7.885  C121 1.090
133 H -1.493 -0.120 -9.029  C121 1.090
134 H -1.705 0.211 -7.313  C121 1.090
135 H -1.101 -3.469 -6.977  C123 1.090
136 H -1.887 -1.965 -6.243  C123 1.090
137 H -2.436 -2.297 -7.718  C123 1.090
138 H -0.663 -2.581 -9.544  C124 1.090
139 H 0.575 -1.274 -9.644  C124 1.090
140 H 0.532 -3.980 -8.237  C125 1.090
141 H 1.556 -3.703 -9.602  C125 1.090
142 H 2.751 -1.785 -8.240  C126 1.090
143 H 3.076 -3.473 -7.696  C126 1.090
144 H 1.394 -3.060 -4.397  C128 1.090
145 H 2.183 -4.313 -5.410  C128 1.090
146 H 0.523 -3.880 -5.568  C128 1.090
147 H 4.022 -1.982 -5.802  C129 1.090
148 H 2.677 -1.179 -4.895  C129 1.090
149 H 3.274 -0.463 -6.324  C129 1.090
150 H 0.064 -1.144 -4.874  O131 0.960
151 C 3.936 9.001 1.612  C152 1.619, H162 1.090, H163 1.090, H164 1.090
152 C 3.341 8.007 0.483  C151 1.619, C153 1.554, C154 1.566, N160 1.475
153 C 2.631 6.786 1.131  C152 1.554, H165 1.090, H166 1.090, H167 1.090
154 C 2.246 8.854 -0.250  C152 1.566, C155 1.527, H168 1.090, H169 1.090
155 C 1.737 8.216 -1.541  C154 1.527, C156 1.565, H170 1.090, H171 1.090
156 C 2.961 7.773 -2.410  C155 1.565, C157 1.561, H172 1.090, H173 1.090
157 C 4.108 6.935 -1.765  C156 1.561, C158 1.504, C159 1.524, N160 1.470
158 C 3.736 5.480 -1.666  C157 1.504, H174 1.090, H175 1.090, H176 1.090
159 C 5.359 7.097 -2.620  C157 1.524, H177 1.090, H178 1.090, H179 1.090
160 N 4.380 7.551 -0.458  C152 1.475, C157 1.470, O161 1.406
161 O 5.382 6.821 0.205  N160 1.406, H180 0.960
162 H 3.610 8.746 2.621  C151 1.090
163 H 5.021 9.105 1.616  C151 1.090
164 H 3.550 10.015 1.505  C151 1.090
165 H 3.277 5.921 1.287  C153 1.090
166 H 2.239 6.972 2.130  C153 1.090
167 H 1.725 6.487 0.605  C153 1.090
168 H 1.423 9.063 0.434  C154 1.090
169 H 2.606 9.857 -0.480  C154 1.090
170 H 1.183 7.288 -1.405  C155 1.090
171 H 1.117 8.861 -2.163  C155 1.090
172 H 3.437 8.578 -2.970  C156 1.090
173 H 2.452 7.320 -3.261  C156 1.090
174 H 4.024 4.969 -0.747  C158 1.090
175 H 4.142 4.857 -2.462  C158 1.090
176 H 2.664 5.296 -1.731  C158 1.090
177 H 5.643 8.146 -2.530  C159 1.090
178 H 5.185 6.907 -3.679  C159 1.090
179 H 6.192 6.495 -2.256  C159 1.090
180 H 6.035 7.517 0.310  O161 0.960
181 C -0.552 2.664 -4.001  C182 1.508, H185 1.090, H186 1.090, H187 1.090
182 C -2.017 2.311 -3.971  C181 1.508, C183 1.478, O184 1.423, H188 1.090
183 C -2.324 0.866 -3.949  C182 1.478, H189 1.090, H190 1.090, H191 1.090
184 O -2.488 2.804 -2.721  C182 1.423, H192 0.960
185 H 0.162 2.137 -3.367  C181 1.090
186 H -0.590 3.733 -3.790  C181 1.090
187 H -0.267 2.622 -5.053  C181 1.090
188 H -2.573 2.933 -4.673  C182 1.090
189 H -3.386 0.707 -3.759  C183 1.090
190 H -1.783 0.272 -3.212  C183 1.090
191 H -2.082 0.320 -4.861  C183 1.090
192 H -3.416 2.960 -2.912  O184 0.960
193 C -3.744 3.645 3.962  C194 1.525, H197 1.090, H198 1.090, H199 1.090
194 C -3.888 3.083 2.552  C193 1.525, C195 1.557, O196 1.398, H200 1.090
195 C -5.384 2.685 2.389  C194 1.557, H201 1.090, H202 1.090, H203 1.090
196 O -3.543 4.018 1.572  C194 1.398, H204 0.960
197 H -4.237 4.610 4.077  C193 1.090
198 H -2.749 3.442 4.359  C193 1.090
199 H -4.395 3.112 4.655  C193 1.090
200 H -3.212 2.229 2.583  C194 1.090
201 H -5.546 2.369 1.359  C195 1.090
202 H -6.048 3.535 2.549  C195 1.090
203 H -5.697 1.865 3.036  C195 1.090
204 H -3.083 3.626 0.826  O196 0.960
205 C -7.157 3.983 -1.007  C206 1.558, H209 1.090, H210 1.090, H211 1.090
206 C -6.749 3.201 -2.291  C205 1.558, C207 1.464, O208 1.366, H212 1.090
207 C -7.506 3.417 -3.526  C206 1.464, H213 1.090, H214 1.090, H215 1.090
208 O -5.454 3.605 -2.454  C206 1.366, H216 0.960
209 H -8.053 3.471 -0.658  C205 1.090
210 H -7.447 5.008 -1.238  C205 1.090
211 H -6.426 3.993 -0.198  C205 1.090
212 H -6.640 2.154 -2.008  C206 1.090
213 H -8.555 3.288 -3.262  C207 1.090
214 H -7.212 2.684 -4.276  C207 1.090
215 H -7.385 4.382 -4.019  C207 1.090
216 H -5.325 4.105 -1.645  O208 0.960
217 C -1.915 0.563 4.638  C218 1.536, H221 1.090, H222 1.090, H223 1.090
218 C -2.806 -0.582 4.134  C217 1.536, C219 1.540, O220 1.407, H224 1.090
219 C -3.160 -1.628 5.208  C218 1.540, H225 1.090, H226 1.090, H227 1.090
220 O -3.983 0.054 3.696  C218 1.407, H228 0.960
221 H -1.980 1.419 3.967  C217 1.090
222 H -0.830 0.464 4.604  C217 1.090
223 H -2.237 0.940 5.609  C217 1.090
224 H -2.402 -1.004 3.213  C218 1.090
225 H -2.259 -2.083 5.619  C219 1.090
226 H -3.767 -2.436 4.800  C219 1.090
227 H -3.613 -1.152 6.078  C219 1.090
228 H -4.627 -0.559 3.333  O220 0.960
229 C 0.019 3.270 -0.170  C230 1.561, H233 1.090, H234 1.090, H235 1.090
230 C -0.918 2.022 -0.180  C229 1.561, C231 1.584, O232 1.453, H236 1.090
231 C -0.600 0.970 0.960  C230 1.584, H237 1.090, H238 1.090, H239 1.090
232 O -2.347 2.279 -0.246  C230 1.453, H240 0.960
233 H -0.391 4.193 -0.579  C229 1.090
234 H 1.045 3.035 -0.452  C229 1.090
235 H 0.086 3.826 0.765  C229 1.090
236 H -0.787 1.611 -1.180  C230 1.090
237 H -1.208 0.960 1.865  C231 1.090
238 H 0.449 1.038 1.248  C231 1.090
239 H -0.849 -0.030 0.603  C231 1.090
240 H -2.572 2.387 -1.173  O232 0.960

* orbital gap: 8.29 eV
* SMILES: CC1(C)CCCC(C)(C)N1O.CC1(C)CCCC(C)(C)N1O.CC1(C)CCCC(C)(C)N1O.CC1(C)CCCC(C)(C)N1O.CC1(C)CCCC(C)(C)N1O.CC1(C)CCCC(C)(C)N1O.CC(C)O.CC(C)O.CC(C)O.CC(C)O.CC(C)O
* HOMO level: -7.94 eV
* ΔE to the lowest compared entry with this formula, charge and spin: 210.4 kcal/mol

Atomic partial charges in e from the Löwdin method, atoms 1 to 99: -0.040, -0.497, -0.038, -0.112, -0.185, -0.146, -0.428, -0.043, -0.014, -0.110, -0.026, 0.075, 0.091, 0.084, 0.078, 0.074, 0.072, 0.110, 0.107, 0.105, 0.091, 0.114, 0.122, 0.071, 0.083, 0.081, 0.077, 0.042, 0.070, 0.094, -0.022, -0.451, 0.005, -0.141, -0.172, -0.138, -0.469, -0.038, -0.030, -0.156, 0.002, 0.068, 0.071, 0.071, 0.063, 0.054, 0.075, 0.111, 0.114, 0.108, 0.103, 0.115, 0.110, 0.073, 0.085, 0.069, 0.073, 0.074, 0.074, 0.094, -0.021, -0.384, -0.027, -0.160, -0.199, -0.149, -0.411, -0.022, -0.026, -0.154, -0.025, 0.070, 0.066, 0.073, 0.073, 0.058, 0.060, 0.110, 0.117, 0.113, 0.096, 0.116, 0.108, 0.075, 0.065, 0.082, 0.069, 0.076, 0.081, 0.110, -0.037, -0.471, -0.017, -0.183, -0.166, -0.123, -0.421, -0.025, 0.003